C24H71N5O9 | ωB97M-V/def2-TZVPD

Geometry as XYZ:
```
109
Properties=species:S:1:pos:R:3:forces:R:3:mulliken_charge:R:1
O 0.00519 0.55722 -0.39436 0.712 0.078 0.349 0.78
H -0.80527 0.91065 -0.76106 -0.587 0.170 -0.532 -0.23
H -0.25750 -0.26421 0.02096 -0.110 -0.590 0.243 -0.26
O -2.46663 1.27719 -1.38264 -0.003 -0.055 0.182 -0.59
H -2.76605 2.09450 -0.98441 0.025 0.456 0.077 0.22
H -3.26900 0.84419 -1.67410 -0.148 -0.274 -0.254 0.26
C -0.69746 4.41722 3.38479 -0.052 1.078 0.958 -1.81
C -0.86821 2.98536 2.95792 0.261 0.781 -0.632 1.28
C -2.19291 2.35055 3.32974 1.316 -0.040 -0.554 0.03
O -2.13250 2.29183 4.71291 -0.614 -0.384 2.021 -0.39
C -3.26245 1.69263 5.31272 -0.459 -0.511 0.772 -1.04
N -0.63796 2.87068 1.55129 -0.159 -0.283 -0.887 -0.31
H 0.22232 4.85872 3.00113 -0.011 -0.166 -0.308 0.44
H -0.60981 4.53378 4.46499 0.009 -0.347 0.213 0.37
H -1.51442 5.09810 3.14587 -0.155 -0.255 -0.518 0.35
H -0.02102 2.46146 3.40053 -0.055 -0.745 1.080 -0.37
H -2.19632 1.33899 2.92376 -0.290 -0.324 -0.215 -0.33
H -3.06515 2.89079 2.96173 0.015 0.230 0.028 0.54
H -3.10141 1.52094 6.37700 0.462 0.321 0.082 0.40
H -3.44960 0.69206 4.92291 -0.131 -0.025 -0.499 0.35
H -4.17600 2.28623 5.27875 0.085 0.220 -0.501 0.32
H -0.67381 1.89201 1.30428 -0.202 -0.307 -0.392 -0.30
H 0.33693 3.07788 1.38770 0.168 0.534 -0.447 0.38
C 4.20701 -7.02430 -0.88971 0.684 -0.159 -0.471 -1.51
C 2.96196 -6.27547 -0.50870 -0.268 -0.662 1.128 0.48
C 3.20974 -4.80739 -0.68510 -0.650 1.156 -0.564 -1.02
O 2.00905 -4.09064 -0.38467 -0.582 0.222 0.439 -0.12
C 1.98327 -2.68675 -0.59017 0.512 -0.157 0.880 -0.77
N 1.77821 -6.76253 -1.26215 1.155 0.551 0.400 -0.71
H 4.10227 -8.10601 -0.80575 -0.263 0.106 -0.285 0.36
H 5.08135 -6.77753 -0.28743 -0.133 0.286 0.276 0.38
H 4.47741 -6.71757 -1.90010 0.071 -0.465 -0.308 0.32
H 2.82225 -6.45717 0.55692 -0.434 -0.025 0.148 0.32
H 3.43318 -4.60448 -1.73248 0.301 -0.035 -0.373 0.39
H 4.06186 -4.46329 -0.09894 0.019 0.119 0.280 0.39
H 1.11616 -2.22854 -0.11449 -0.626 -0.594 -0.347 -0.02
H 2.02244 -2.37613 -1.63423 0.133 -0.149 -0.094 0.30
H 2.75376 -2.20108 0.00863 0.792 0.023 -0.368 0.48
H 1.89637 -6.21827 -2.10471 -0.541 -0.266 -0.819 0.29
H 0.96486 -6.35630 -0.82220 -0.228 0.047 0.086 0.33
C -0.81246 -0.75420 6.46307 0.426 -1.617 -0.087 -1.38
C 0.41316 -0.09113 5.82792 -1.948 -0.621 3.279 0.26
C 0.66680 -0.49735 4.37440 -0.592 1.652 -0.961 -0.12
O 1.73919 0.29038 3.98880 1.201 0.289 1.701 -0.46
C 2.14073 0.23716 2.66492 -0.835 -0.950 -2.138 -0.43
N 0.24898 1.32683 6.05477 1.335 -1.979 -3.545 -0.12
H -0.71403 -1.83152 6.32973 -0.117 -0.159 -0.262 0.46
H -1.77685 -0.48010 6.03536 0.212 0.286 -0.054 0.20
H -0.83811 -0.68942 7.55084 0.047 0.610 -0.064 0.35
H 1.31238 -0.42930 6.34284 0.347 0.152 0.211 0.33
H -0.20419 -0.17163 3.80573 -0.458 -0.226 -0.277 -0.12
H 0.75085 -1.58005 4.28062 0.444 -0.084 0.194 0.64
H 1.28072 0.52672 2.06106 0.086 0.480 -0.441 0.00
H 2.31890 -0.78601 2.33405 0.278 -0.353 0.234 0.39
H 3.02556 0.80769 2.38263 -0.223 0.311 0.740 0.26
H -0.65231 1.65065 5.73396 -1.710 0.997 0.698 0.36
H 0.89768 1.69332 5.37288 1.313 1.492 0.353 0.46
C -0.24497 3.75284 -2.07795 -0.274 0.755 -1.281 -1.24
C 1.00038 4.36564 -2.72510 0.212 -0.315 1.885 0.61
C 0.85874 5.85164 -2.93841 -0.617 -1.120 -0.719 -0.69
O -0.08116 5.98111 -3.98608 0.354 0.710 -0.811 -0.32
C -0.39222 7.33547 -4.24760 -0.701 0.113 0.229 -0.79
N 2.10464 4.16618 -1.76806 -0.456 0.449 -0.582 -0.59
H -1.05927 4.04268 -2.74203 -0.315 -0.451 -0.141 0.43
H -0.50812 4.22331 -1.13058 0.483 -0.317 0.308 0.31
H -0.15183 2.66701 -2.05771 -0.160 0.078 0.307 0.09
H 1.16726 3.89027 -3.69168 0.039 -0.050 -0.234 0.25
H 1.84187 6.20053 -3.25436 0.059 0.663 0.178 0.40
H 0.46531 6.30705 -2.02961 0.342 0.363 0.174 0.33
H -0.97205 7.46474 -5.16148 -0.152 -0.592 0.021 0.25
H 0.44439 8.02041 -4.38568 0.523 -0.275 0.327 0.31
H -1.00474 7.66041 -3.40657 -0.060 0.574 0.031 0.32
H 2.23211 3.17376 -1.63041 0.339 -0.024 0.253 0.02
H 2.94607 4.56819 -2.15597 0.333 -0.118 0.049 0.36
C -1.38311 -2.29159 -2.52004 -0.609 0.401 -0.800 -0.88
C -2.22871 -3.28260 -3.37804 -0.354 2.191 0.995 0.35
C -2.26134 -2.91858 -4.82890 -0.261 -0.169 -0.784 -1.01
O -3.07347 -1.78070 -4.99003 0.319 1.525 -0.431 -0.29
C -3.15370 -1.30128 -6.34840 0.127 -0.769 0.304 -0.77
N -1.71211 -4.56203 -3.18477 0.556 -2.635 0.100 -0.67
H -0.34727 -2.35236 -2.85391 0.182 -0.233 0.162 0.24
H -1.46786 -2.56452 -1.46818 0.171 -0.011 0.023 0.04
H -1.64026 -1.23945 -2.64239 -0.313 0.064 0.043 0.31
H -3.27345 -3.24942 -3.06895 -0.084 -0.092 0.318 0.37
H -2.69420 -3.69879 -5.45501 -0.005 -0.547 0.227 0.49
H -1.22380 -2.83329 -5.15191 0.291 0.661 -0.421 0.35
H -3.69646 -0.36327 -6.46525 -0.190 -0.125 0.739 0.25
H -3.67354 -2.06680 -6.92447 0.029 -0.011 -0.322 0.31
H -2.17375 -1.11393 -6.78737 0.255 -0.228 0.108 0.32
H -1.81313 -4.87580 -2.23007 -0.264 -0.048 0.081 0.29
H -0.71445 -4.59515 -3.33867 0.201 0.054 -0.299 0.24
C -3.08581 -2.04660 2.51045 -0.043 -0.195 -0.604 -1.13
C -2.51121 -1.58096 1.17823 0.220 -0.661 0.230 -0.16
O -1.09145 -1.60304 1.29926 0.743 0.565 -0.009 -0.21
H -2.56204 -1.49826 3.29344 -0.428 0.163 0.216 0.10
H -2.84756 -3.10137 2.64760 0.098 -0.097 0.022 0.41
H -4.17372 -1.98968 2.54688 0.055 0.340 0.217 0.40
H -2.77986 -0.56350 0.89416 -0.079 -0.051 0.074 0.18
H -2.73785 -2.26857 0.36342 -0.622 0.170 -0.066 0.32
H -0.81742 -2.51726 1.40269 0.107 -0.165 -0.051 0.14
C 3.54105 1.20822 -2.97212 0.515 0.586 -0.448 -1.21
C 3.44900 0.64227 -1.60518 -1.123 0.087 1.271 0.51
O 2.57548 1.49656 -0.82542 1.047 -0.369 0.337 -0.61
H 2.56291 1.47818 -3.37019 -0.215 -0.728 -0.129 0.20
H 4.09508 0.50401 -3.59279 -0.076 0.319 -0.422 0.44
H 4.00998 2.19182 -2.94493 0.567 -0.153 -0.027 0.31
H 4.38135 0.56525 -1.04582 0.305 0.406 -0.285 0.34
H 3.10840 -0.39281 -1.63160 -0.490 -0.011 -0.029 -0.26
H 1.68868 1.14652 -0.71290 -0.408 -0.520 -0.185 0.19
```
Forces are in eV/Å.

Calculated values
Calculated total energy ... -51905.1707 eV
Energy above the lowest of the compared OMol25 structures with the same formula, charge and spin ... 0.0 kJ/mol
Multiplicity ... 2
Expectation value of S² ... 0.755
Total charge ... +1